Entry 1:
Formula: O4PRb6
Source: OMol25
Level of theory: wB97M-V/def2-TZVPD

For the LUMO energy, the calculation gives -6.954 eV. The charge is +3.

Last column: Löwdin charge in e.
Element x y z (Å)
Rb  -1.171804  5.096991  2.091401  0.86
Rb  1.088902  1.428313  -5.809309  0.90
Rb  -3.303198  -2.579463  -4.341758  0.74
Rb  -4.649113  0.649204  -0.505199  0.68
Rb  3.915987  1.124667  4.496989  0.93
Rb  -0.047828  -3.389848  4.553359  0.92
P  0.880847  -0.442399  -0.109785  -0.13
O  0.901482  -2.073361  0.062934  -0.47
O  2.198846  0.143668  -0.475646  -0.42
O  0.354372  0.184877  1.262777  -0.56
O  -0.168492  -0.142648  -1.225763  -0.46

Forces on atoms 1 to 3 (eV/Å):
Rb 0.120 -0.157 -0.105
Rb 0.203 -0.086 0.327
Rb 0.213 -0.124 0.160

***

Entry 2:
Formula: O4PS
Source: OMol25
Level of theory: wB97M-V/def2-TZVPD

For the LUMO energy (spin up / spin down), the calculation gives 3.069 / 3.069 eV. The energy above the lowest of the compared OMol25 structures with the same formula, charge and spin comes out at 16.13 kcal/mol. The charge is -1. As for the SMILES: O=P([O-])=S(=O)=O.

Last column: Löwdin charge in e.
Element x y z (Å)
O  -1.644209  -0.389393  -0.792985  -0.56
P  -1.071364  -0.036872  0.551138  0.44
O  -1.893313  -0.652199  1.656284  -0.53
S  1.087203  0.189224  -0.745098  0.65
O  2.186053  -0.568613  -0.147110  -0.50
O  1.404520  1.601176  -0.956804  -0.50

Forces on atoms 1 to 3 (eV/Å):
O 0.535 0.725 -0.043
P -2.908 -1.843 0.325
O 1.160 0.936 0.293

***

Entry 3:
Formula: O4SSn
Source: OMol25
Level of theory: wB97M-V/def2-TZVPD

For the LUMO energy, the calculation gives -2.669 eV. The energy above the lowest of the compared OMol25 structures with the same formula, charge and spin comes out at 0.00 kcal/mol. The charge is 0.

Last column: Löwdin charge in e.
Element x y z (Å)
Sn  -1.598122  0.311877  1.372010  1.47
S  0.345275  -0.074750  -0.214409  0.12
O  0.446752  0.766598  0.979022  -0.47
O  0.243726  0.775345  -1.424182  -0.35
O  1.470768  -0.955805  -0.497152  -0.29
O  -0.908399  -0.823265  -0.215289  -0.49

Forces on atoms 1 to 3 (eV/Å):
Sn -0.334 0.166 0.384
S 8.590 0.453 -12.179
O -1.616 0.960 4.035